{
  "formula": "C4H6S",
  "method": "ωB97M-V with the def2-TZVPD basis set",
  "multiplicity": 1,
  "gap_ev": 8.2376,
  "fmax_ha_per_bohr": 0.0742,
  "symbols": ["C", "C", "C", "C", "S", "H", "H", "H", "H", "H", "H"],
  "positions_angstrom": [[0.0904, -0.6359, -1.1014], [-1.2234, -0.9833, -0.4949], [1.4376, -0.8563, -1.0148], [-0.7592, 1.0384, 1.3738], [-1.9518, -0.1778, 0.7416], [-0.3239, -0.2960, -1.9984], [1.9716, -0.5514, -1.8388], [2.0071, -1.2931, -0.1926], [-0.1578, 1.6465, 0.5559], [0.1361, 0.5104, 1.8381], [-1.2268, 1.5986, 2.1316]],
  "forces_ev_per_a": [[0.0, -1.5, 2.1], [1.2, -0.1, 0.7], [-2.8, -0.1, 1.7], [3.5, -0.4, -1.4], [1.2, 0.0, -1.0], [0.1, 1.1, -2.0], [1.3, 0.6, -1.7], [-0.6, 0.0, -0.1], [-2.0, -0.9, 1.4], [-1.4, 0.3, -0.3], [-0.5, 1.1, 0.7]]
}

{
  "formula": "C4H6S",
  "method": "ωB97M-V with the def2-TZVPD basis set",
  "multiplicity": 1,
  "smiles": "C=C[C@@H]1CS1",
  "gap_ev": 9.6801,
  "fmax_ha_per_bohr": 0.1538,
  "symbols": ["C", "C", "C", "C", "S", "H", "H", "H", "H", "H", "H"],
  "positions_angstrom": [[-0.0008, -1.4481, 1.5021], [0.6743, -0.8881, 0.3635], [-0.0908, 0.5132, 0.0227], [-0.2719, 1.1882, -1.5494], [0.4599, 2.0536, -0.2251], [0.6787, -2.1747, 1.9930], [-0.7677, -0.8950, 1.9114], [1.5454, -1.2222, -0.2194], [-0.9666, 0.7241, 0.4494], [0.2088, 0.9332, -2.4418], [-1.4692, 1.2159, -1.8064]],
  "forces_ev_per_a": [[6.5, 0.0, -4.5], [-4.7, 2.1, 3.1], [3.0, -4.6, -4.3], [-4.5, -1.1, 2.5], [2.5, 4.0, -0.9], [-1.5, 0.0, 0.1], [-1.6, 0.6, 1.1], [-0.5, 0.1, 0.6], [-3.7, -1.0, 2.0], [1.5, -0.8, -0.6], [3.0, 0.6, 1.0]]
}

{
  "formula": "C4H6S",
  "method": "ωB97M-V with the def2-TZVPD basis set",
  "multiplicity": 1,
  "smiles": "C1CC12CS2",
  "gap_ev": 8.7669,
  "fmax_ha_per_bohr": 0.0654,
  "symbols": ["C", "C", "C", "C", "S", "H", "H", "H", "H", "H", "H"],
  "positions_angstrom": [[0.5270, -1.0388, -0.0231], [-0.0566, -0.2274, -1.1858], [-0.3796, 0.1035, 0.2489], [-0.7351, 1.0879, 1.2310], [-2.2499, -0.0547, 1.3837], [0.2984, -2.0874, -0.1512], [1.4811, -0.5950, 0.2479], [0.6550, 0.4953, -1.6486], [-0.8246, -0.8335, -1.7333], [-0.2548, 1.2513, 2.1723], [-1.1540, 2.0469, 0.9798]],
  "forces_ev_per_a": [[0.3, 2.0, -0.3], [-0.4, 0.7, 0.7], [-2.8, -1.8, 0.2], [-1.1, 0.3, 0.4], [2.3, 0.1, -1.5], [0.1, 0.0, 1.1], [0.6, -1.3, 0.0], [-1.1, -0.7, -0.2], [0.9, 1.2, 0.2], [0.8, -0.7, 0.4], [0.3, 0.2, -1.0]]
}

{
  "formula": "C4H6S",
  "method": "ωB97M-V with the def2-TZVPD basis set",
  "multiplicity": 1,
  "gap_ev": 8.0384,
  "fmax_ha_per_bohr": 0.1967,
  "symbols": ["C", "C", "C", "C", "H", "H", "H", "H", "H", "H", "S"],
  "positions_angstrom": [[-0.3392, -1.7477, -0.4504], [-0.0810, -0.2242, -0.3455], [-0.2541, 0.6768, 0.6175], [0.7090, 1.8886, 0.4455], [0.3919, -2.5595, 0.3075], [-1.6979, -1.5181, -0.0663], [-0.2550, -2.1832, -1.5518], [0.5166, -0.0924, -1.2528], [-0.9196, 0.5743, 1.2880], [1.4489, 2.0797, -0.5381], [0.4805, 3.1057, 1.5465]],
  "forces_ev_per_a": [[-3.0, -0.5, 1.7], [2.2, -3.3, -1.6], [6.9, 1.8, -7.2], [-1.7, 1.1, -0.1], [-2.7, 2.9, -2.1], [3.8, -2.2, -1.0], [-0.5, 1.2, 2.5], [0.4, 1.4, 0.6], [-4.2, -0.3, 5.5], [-2.1, -1.2, 2.8], [0.9, -0.8, -1.0]]
}

{
  "formula": "C4H6S2",
  "method": "ωB97M-V with the def2-TZVPD basis set",
  "multiplicity": 1,
  "smiles": "C1=CSCCS1",
  "gap_ev": 8.5945,
  "fmax_ha_per_bohr": 0.0875,
  "symbols": ["C", "C", "S", "C", "C", "S", "H", "H", "H", "H", "H", "H"],
  "positions_angstrom": [[-1.7864, -0.5507, 0.3950], [-0.7165, -0.7917, 1.2906], [1.0545, -0.6595, 1.2254], [1.4443, 0.1691, -0.3585], [0.2840, 0.9093, -0.8838], [-1.3935, 0.1690, -1.2935], [-2.6881, -1.3457, 0.4641], [-0.8789, -1.4346, 2.2872], [1.9460, -0.4651, -1.3001], [2.2543, 0.8399, -0.0888], [-0.0373, 1.6205, 0.0301], [0.5175, 1.5396, -1.7677]],
  "forces_ev_per_a": [[2.2, -2.5, 0.5], [-2.2, -1.4, 0.1], [-0.6, 0.2, -0.6], [1.7, -2.4, -2.4], [-2.7, 3.1, 1.8], [0.7, -0.9, 2.0], [1.9, 2.6, -0.1], [-0.1, 1.6, -2.4], [-1.4, 0.8, 2.8], [-0.1, 0.4, -0.1], [0.7, -1.1, -2.2], [-0.1, -0.4, 0.6]]
}

{
  "formula": "C4H6S2",
  "method": "ωB97M-V with the def2-TZVPD basis set",
  "multiplicity": 1,
  "smiles": "S=C[C@H]1CCS1",
  "gap_ev": 8.2255,
  "fmax_ha_per_bohr": 0.1159,
  "symbols": ["S", "C", "C", "C", "C", "S", "H", "H", "H", "H", "H", "H"],
  "positions_angstrom": [[3.3495, -0.6089, 0.0655], [1.8259, -0.1967, -0.3993], [0.6450, -0.1126, 0.3354], [-0.5204, 0.8135, -0.2071], [-1.6363, -0.3519, 0.1404], [-0.3136, -1.7187, -0.1552], [1.4646, 0.1925, -1.5329], [0.9488, -0.0293, 1.3754], [-0.8137, 1.5579, 0.6750], [-0.6178, 1.2242, -1.2239], [-1.7344, -0.5751, 1.3236], [-2.5977, -0.1949, -0.3968]],
  "forces_ev_per_a": [[-1.7, 0.4, -0.5], [2.3, 1.3, -4.8], [-2.0, -0.4, 0.1], [-2.6, -1.0, 5.2], [1.5, 0.1, 1.4], [-0.5, 1.7, 0.2], [1.9, -1.3, 2.4], [-1.0, -0.1, 0.5], [1.1, -0.6, -2.4], [0.6, -0.5, 0.5], [-0.3, 1.4, -2.8], [0.7, -0.9, 0.3]]
}

{
  "formula": "C4H6S2",
  "method": "ωB97M-V with the def2-TZVPD basis set",
  "multiplicity": 1,
  "gap_ev": 7.8392,
  "fmax_ha_per_bohr": 0.0186,
  "symbols": ["C", "C", "C", "C", "S", "S", "H", "H", "H", "H", "H", "H"],
  "positions_angstrom": [[-1.2456, 0.5533, -1.5020], [-1.3288, -0.4509, -2.3479], [-1.4930, 1.2518, -0.2983], [1.4920, -0.7183, 1.9244], [-0.4795, 2.1512, -1.3902], [-0.0301, 0.2587, 1.5158], [-0.8192, -0.4567, -3.2967], [-1.9303, -1.3099, -2.0981], [2.1160, -0.8304, 1.0480], [1.1299, -1.6833, 2.2639], [2.0151, -0.2097, 2.7260], [0.5735, 1.4442, 1.4550]],
  "forces_ev_per_a": [[0.5, 0.5, -0.5], [-0.2, -0.3, 0.1], [-0.5, 0.0, 0.3], [-0.7, 0.5, -0.1], [0.1, 0.0, -0.3], [0.5, -0.6, 0.5], [0.0, 0.1, -0.1], [-0.1, -0.1, 0.1], [0.1, -0.1, -0.1], [0.1, -0.1, 0.0], [0.1, -0.1, 0.1], [0.0, 0.1, 0.0]]
}

{
  "formula": "C4H7AgO",
  "method": "ωB97M-V with the def2-TZVPD basis set",
  "multiplicity": 2,
  "gap_ev": [7.3188, 6.8242],
  "total_charge": -1,
  "fmax_ha_per_bohr": 0.0371,
  "symbols": ["C", "C", "C", "O", "Ag", "H", "H", "H", "H", "C", "H", "H", "H"],
  "positions_angstrom": [[-1.4979, -0.4669, 0.1869], [-0.2394, 0.3032, -0.1668], [0.9071, 0.2961, 0.5603], [2.0046, 0.9621, 0.3155], [2.9352, 1.8300, -1.7471], [-2.2773, 0.2359, 0.5358], [-0.3060, 0.9682, -1.0384], [-1.9130, -0.9069, -0.7399], [0.9259, -0.3659, 1.4510], [-1.3300, -1.5458, 1.1994], [-0.9634, -1.3857, 2.2167], [-1.4152, -2.5957, 0.9138], [3.1695, 2.6714, -3.6871]],
  "forces_ev_per_a": [[-0.1, 0.0, -0.2], [0.1, 0.2, 0.1], [0.2, 0.2, -0.7], [0.2, 0.0, -0.4], [-0.6, 0.3, -0.9], [0.0, -0.1, 0.0], [0.1, -0.3, 0.3], [0.1, 0.0, 0.3], [0.1, 0.2, -0.2], [0.1, -0.6, 0.2], [-0.2, 0.2, -0.4], [0.0, 0.3, 0.0], [0.0, -0.8, 1.8]]
}

{
  "formula": "C4H7AlO2",
  "method": "ωB97M-V with the def2-TZVPD basis set",
  "multiplicity": 1,
  "gap_ev": 8.8731,
  "fmax_ha_per_bohr": 0.2186,
  "symbols": ["O", "C", "C", "C", "C", "O", "Al", "H", "H", "H", "H", "H", "H", "H"],
  "positions_angstrom": [[-2.0450, 0.1935, 1.1629], [-1.7946, 0.4114, -0.2139], [-0.6371, -0.4652, -0.7019], [0.5131, -0.4836, 0.2734], [1.7161, 0.0717, -0.0529], [2.8054, 0.0430, 0.6598], [4.0713, 0.8010, 0.7865], [0.4727, -0.8889, 1.2923], [-1.5357, 1.4722, -0.3919], [-2.7217, 0.1605, -0.7518], [-0.3271, -0.0900, -1.6909], [-1.0239, -1.4860, -0.8598], [-1.2640, -0.3792, 1.4912], [1.7703, 0.6395, -1.0030]],
  "forces_ev_per_a": [[1.8, -1.5, 0.9], [0.0, 0.1, -0.2], [-0.4, -0.1, 0.0], [2.3, 1.0, -0.5], [-4.1, -0.6, -1.5], [-7.5, -5.0, 0.0], [9.8, 5.4, 1.3], [-0.2, -0.3, -0.5], [-0.2, -0.3, 0.1], [0.3, 0.2, 0.0], [0.1, -0.2, 0.4], [0.2, 0.2, 0.1], [-2.2, 1.6, -0.5], [0.1, -0.5, 0.3]]
}

ΔE to the lowest compared entry with this formula, charge and spin for the records above, in order: 76.6; 80.0; 60.3; 102.8; 47.7; 67.3; 95.2; 0.0; 0.0 kcal/mol
Calculated total energy for the records above, in order: -15076.4695; -15076.3256; -15077.1760; -15075.3339; -25913.2214; -25912.3744; -25911.1630; -10304.8958; -14951.7377 eV